Here is one molecule with the formula C7H9NO at a distorted geometry from OMol25. Energies are from ωB97M-V/def2-TZVPD.

## Properties
HOMO = -9.46 eV
Orbital gap = 0.3838 Eh
Charge = 0
SMILES = COCc1ccccn1
Calculated total energy = -10938.493 eV
ΔE to the lowest compared entry with this formula, charge and spin = 4.322 eV

Last column: Mulliken charge in e.
Geometry (Å):
1 C -3.552 0.117 -0.088  -0.705
2 O -2.137 0.469 -0.244  -0.298
3 C -1.344 -0.646 0.187  -0.265
4 C 0.099 -0.309 0.092  0.269
5 C 0.549 1.006 0.163  -0.554
6 C 1.856 1.345 0.034  -0.256
7 C 2.829 0.255 -0.047  -0.604
8 C 2.242 -0.991 -0.118  -0.011
9 N 0.938 -1.245 0.003  -0.465
10 H -3.893 -0.005 1.094  0.232
11 H -3.669 -0.771 -0.666  0.317
12 H -3.965 0.897 -0.540  0.311
13 H -1.766 -0.955 1.374  0.195
14 H -1.412 -1.629 -0.461  0.271
15 H 0.063 1.768 0.298  0.637
16 H 2.190 2.517 -0.067  0.221
17 H 3.775 0.386 -0.286  0.531
18 H 3.129 -1.910 -0.155  0.173